# 1
Here is C3H9O3 as an isolated structure at a distorted geometry from the OMol25 dataset. Energies are from ωB97M-V with the def2-TZVPD basis set.

Last column: Mulliken charge in e.
Positions of all 15 atoms, in Å:
C1 0.9674 0.2016 -0.7157  -0.6504
C2 0.1737 -0.9986 -0.3080  -0.2790
O1 -0.7540 -0.6415 0.6867  -0.8661
C3 1.5434 0.7735 0.5564  -0.3189
O2 0.3847 1.5583 0.9709  -0.6606
H1 0.2081 0.9718 -1.0896  0.2790
H2 1.5797 0.0380 -1.7168  0.3246
H3 -0.4084 -1.4367 -1.2881  0.1976
H4 0.8835 -1.8317 -0.0046  0.2563
H5 -0.4605 0.9919 0.9113  0.4245
H6 1.8953 0.1561 1.4136  0.2139
H7 2.4536 1.3322 0.4355  0.2551
H8 -3.5353 0.0214 -0.2294  0.2007
H9 -1.9565 -0.4258 0.2973  0.4343
O3 -2.9747 -0.7105 0.0806  -0.8110

## Properties
Frontier orbital gap in eV: 8.12
Charge: -1
DFT total energy in hartree: -345.3850
ΔE to the lowest compared entry with this formula, charge and spin in kJ/mol: 127.6
HOMO level in eV: -3.8937

# 2
Here is C3H9O3 as an isolated structure at a distorted geometry from the OMol25 dataset. Energies are from ωB97M-V with the def2-TZVPD basis set.

Last column: Mulliken charge in e.
Positions of all 15 atoms, in Å:
C1 0.5720 1.2567 0.2342  -0.2085
O1 1.9636 1.0769 0.1709  -0.8407
C2 -0.2335 -0.0740 -0.0011  -0.7437
C3 -1.6919 -0.0383 -0.2367  -0.4954
O2 -2.1343 -1.3900 -0.4223  -0.5031
H1 0.3122 1.6931 1.1987  0.1813
H2 -0.0033 2.0088 -0.3783  0.1666
H3 -0.0386 -0.6863 0.9961  0.2214
H4 0.1361 -0.6497 -0.6960  0.5888
H5 -2.0434 0.4074 0.7503  0.1777
H6 -1.9007 0.5345 -1.1508  0.3482
H7 -2.6888 -1.4654 -1.2028  0.2875
H8 3.0467 -1.2379 0.7350  0.2089
H9 2.2687 -0.1817 -0.0198  0.4214
O3 2.4353 -1.2541 0.0225  -0.8104

## Properties
Frontier orbital gap in eV: 6.95
Charge: -1
DFT total energy in hartree: -345.3780
ΔE to the lowest compared entry with this formula, charge and spin in kJ/mol: 146.0
HOMO level in eV: -3.3479

# 3
Here is C3H9O3 as an isolated structure at a distorted geometry from the OMol25 dataset. Energies are from ωB97M-V with the def2-TZVPD basis set.

Last column: Mulliken charge in e.
Positions of all 15 atoms, in Å:
C1 0.5568 -0.3437 0.4783  -0.1017
C2 -0.0267 -0.4050 -0.8814  -0.6913
O1 -1.6579 -0.6170 -0.5674  -0.5712
C3 2.0571 0.1288 0.4381  -0.4744
O2 2.9708 -0.2052 1.3750  -0.8640
H1 0.0625 0.2829 1.2155  0.2743
H2 0.5051 -1.3552 0.9031  0.2479
H3 0.1295 -1.1401 -1.6872  0.3837
H4 0.0117 0.5804 -1.3646  0.2480
H5 -1.3620 -1.5113 -0.7714  0.3823
H6 1.9834 1.2590 0.4079  0.1748
H7 2.3805 -0.1203 -0.6143  0.1304
H8 -3.0011 1.3220 0.9933  0.2470
H9 -2.2015 0.4996 -0.2160  0.4327
O3 -2.4082 1.6252 0.2910  -0.8184

## Properties
Frontier orbital gap in eV: 5.80
Charge: -1
DFT total energy in hartree: -345.3112
ΔE to the lowest compared entry with this formula, charge and spin in kJ/mol: 321.5
HOMO level in eV: -2.4790

# 4
Here is a 3-piece molecular cluster, C3H9O4S overall at a distorted geometry from the OMol25 dataset. Energies are from ωB97M-V with the def2-TZVPD basis set.

Last column: Mulliken charge in e.
Positions of all 17 atoms, in Å:
O1 0.0263 -0.9382 1.2876  -0.7311
C1 0.0167 0.3105 1.1116  0.4815
O2 -0.2254 1.1708 1.9811  -0.7295
C2 0.5624 0.7857 -0.2976  -0.2388
C3 -0.3689 0.0178 -1.2846  -0.6255
S1 -0.0892 -0.3359 -3.0268  -0.2719
H1 1.5882 0.4423 -0.3261  0.3125
H2 0.5165 1.8675 -0.3058  0.2085
H3 -1.2839 0.6293 -1.1950  0.3381
H4 -0.6725 -0.9382 -0.8593  0.1772
H5 -0.3214 0.8927 -3.5676  0.0922
H6 -2.5532 -2.4839 0.6251  0.3132
H7 -2.4261 -1.3824 1.5671  0.3665
O3 -3.1140 -2.0117 1.2663  -0.6898
H8 2.8399 2.1082 2.3465  0.3371
H9 2.8279 0.8805 1.4883  0.3419
O4 3.4190 1.5336 1.8375  -0.6822

## Properties
Frontier orbital gap in eV: 7.85
Charge: -1
DFT total energy in hartree: -818.9233
ΔE to the lowest compared entry with this formula, charge and spin in kJ/mol: 64.5
HOMO level in eV: -4.8457